Entry 1:
DFT (ωB97M-V/def2-TZVPD) results for a 3-piece molecular cluster, C10H18BIN3O10 overall at a distorted geometry.

Its total energy is -1630.820943 Eh. The HOMO energy is -12.570 eV. As for the energy relative to the best compared isomer or geometry (same formula, charge and spin): 0.0 kcal per mole. The calculation puts the HOMO-LUMO gap at 8.3 eV.

```
! RIJCOSX wB97M-V def2-TZVPD def2/J DEFGRID3
* xyz 1 1
O 3.62899 -0.30206 0.65741
C 4.61248 0.24775 0.31397
I 6.53091 -0.75921 0.45428
C 4.61268 1.70967 -0.29766
N 3.42990 2.44464 0.16344
C 3.30248 3.43820 1.14813
N 2.00844 3.69928 1.14736
N 1.33338 2.99453 0.27238
O 0.01663 3.04848 0.07559
B -0.56531 1.73712 -0.18791
O -0.87860 1.46640 -1.53995
O -0.78601 0.74435 0.74761
C 2.22914 2.19990 -0.38087
H 4.56497 1.56531 -1.40320
H 5.57181 2.20130 -0.02873
H 4.10954 3.88014 1.74933
H -0.07594 1.14784 -1.98969
H -0.11955 0.04208 0.61156
H 2.10946 1.47384 -1.19893
C 0.49031 -5.69262 -1.59262
O 1.84238 -5.57390 -1.14519
C 2.06397 -4.54092 -0.33243
O 1.24270 -3.73591 0.03383
O 3.35746 -4.54925 0.00653
C 3.73377 -3.48999 0.88352
H 0.43617 -6.56336 -2.24235
H -0.18222 -5.84568 -0.74871
H 0.19527 -4.81262 -2.16460
H 3.18979 -3.55928 1.82623
H 3.56420 -2.52541 0.41343
H 4.79743 -3.59337 1.09001
C -3.65250 1.33967 -0.22371
O -5.02884 1.06877 -0.45764
C -5.86382 1.79054 0.30373
O -5.53828 2.60737 1.12556
O -7.11253 1.44452 -0.01000
C -8.11827 2.13992 0.72977
H -3.07308 0.70518 -0.88912
H -3.42334 2.38491 -0.45136
H -3.38353 1.10115 0.80591
H -8.06315 3.21192 0.54028
H -8.02411 1.93285 1.79575
H -9.08519 1.77596 0.38906
*
```


Entry 2:
DFT (ωB97M-V/def2-TZVPD) results for C10H18CaF18O9P3 as an isolated structure at a distorted geometry.

Its total energy is -4569.249317 Eh. The HOMO energy is -8.802 eV. As for the energy relative to the best compared isomer or geometry (same formula, charge and spin): 0.0 kcal per mole. The calculation puts the HOMO-LUMO gap at 10.3 eV.

```
! RIJCOSX wB97M-V def2-TZVPD def2/J DEFGRID3
* xyz -1 1
Ca 29.46029 1.01237 -1.37339
P 32.36078 1.11039 0.05090
F 31.72981 2.02880 -1.16004
F 32.67166 2.46435 0.85395
F 30.89530 1.04967 0.72831
F 32.93857 0.17564 1.22268
F 31.94298 -0.16500 -0.91675
F 33.78964 1.10661 -0.69615
P 28.38343 -1.87540 -2.72331
F 29.42522 -1.44756 -1.51865
F 29.60437 -2.11701 -3.76409
F 28.43301 -3.41756 -2.24629
F 27.39392 -2.28091 -3.92752
F 27.15193 -1.55300 -1.75824
F 28.42635 -0.28851 -3.21855
P 30.58456 2.39615 -4.23914
F 31.17333 1.77974 -5.62383
F 29.10065 2.04394 -4.74839
F 30.64632 1.02220 -3.40398
F 29.96101 3.01046 -2.83705
F 32.13375 2.62702 -3.82453
F 30.59911 3.88622 -4.84726
C 25.57478 5.57603 -3.42133
C 25.27540 4.61642 -2.28293
C 24.40267 3.46013 -2.75821
O 25.34252 2.44761 -3.06336
C 26.44413 2.63958 -2.34278
O 27.27902 1.83899 -2.11581
O 26.47413 3.92807 -1.89419
H 24.68341 6.21163 -3.49538
H 25.84407 5.14671 -4.38113
H 26.31624 6.32999 -3.14618
H 24.86533 5.09142 -1.39529
H 23.75315 3.67054 -3.60770
H 23.68278 3.07818 -2.02575
C 29.35435 5.45732 0.05476
O 28.57992 4.75458 1.04296
C 28.49865 3.44129 0.86238
O 29.07169 2.84795 0.00520
O 27.66571 2.86054 1.69521
C 26.97603 3.53951 2.72284
H 30.24106 4.89376 -0.23010
H 29.71390 6.34455 0.57501
H 28.71689 5.70144 -0.79102
H 26.41792 2.83260 3.33139
H 26.34607 4.33763 2.33671
H 27.63174 4.00943 3.46134
C 25.61417 0.30731 0.68393
O 26.50545 -0.26424 1.61961
C 27.80161 -0.44146 1.39773
O 28.34721 -0.11852 0.38417
O 28.39372 -1.08617 2.37504
C 27.93329 -1.00943 3.71547
H 24.64720 0.41471 1.17680
H 25.55580 -0.36096 -0.17318
H 25.88890 1.34068 0.45744
H 28.78864 -1.17624 4.36186
H 27.16109 -1.76364 3.86770
H 27.49282 -0.04370 3.96587
*
```


Entry 3:
DFT (ωB97M-V/def2-TZVPD) results for C10H18Cl2N2Y as an isolated structure at a distorted geometry.

Its total energy is -1459.988082 Eh. The HOMO energy (spin up / spin down) is -1.657 / -0.466 eV. As for the energy relative to the best compared isomer or geometry (same formula, charge and spin): 67.7 kcal per mole. The calculation puts the HOMO-LUMO gap (spin up / spin down) at 4.1 / 3.0 eV.

```
! RIJCOSX wB97M-V def2-TZVPD def2/J DEFGRID3
* xyz -1 1
Y -1.17172 -1.85263 -0.96419
Cl -2.39029 -0.35118 -2.42484
Cl -2.96393 -2.42429 0.93508
C -2.80265 -3.29012 -1.18856
H -3.05859 -4.26811 -0.77186
H -3.52070 -3.07750 -2.03320
C 1.93501 0.00217 -0.48064
C 1.29539 -0.44042 -1.51217
H 1.82652 -0.48797 0.49821
C 1.13395 0.37423 -2.77186
H 1.08374 -1.52974 -1.65970
C 2.46711 1.16350 -3.03601
H 0.94733 -0.30511 -3.62524
H 0.29374 1.10323 -2.78308
C 2.97994 1.94111 -1.83907
H 3.20669 0.39765 -3.31998
H 2.34627 1.81152 -3.91692
C 2.90967 1.14566 -0.53218
H 4.02608 2.20747 -2.03722
H 2.36574 2.84175 -1.72847
H 3.90318 0.71565 -0.35222
H 2.75236 1.83152 0.29687
C -3.20884 0.01656 3.38213
N -1.75748 0.08186 3.12750
C -0.90916 0.70805 4.14904
C -1.24138 -0.23075 1.98892
N -0.78894 -0.55284 0.94191
H -3.35449 0.03595 4.46455
H -3.61307 -0.90848 2.96450
H -3.72975 0.87399 2.93503
H -0.03613 0.07430 4.37670
H -0.54961 1.69964 3.82188
H -1.51485 0.82215 5.05438
*
```


Entry 4:
DFT (ωB97M-V/def2-TZVPD) results for C10H18ClIN2O2PTi as an isolated structure at a distorted geometry.

Its total energy is -2599.520051 Eh. The HOMO energy is -18.915 eV. As for the energy relative to the best compared isomer or geometry (same formula, charge and spin): 23.9 kcal per mole. The calculation puts the HOMO-LUMO gap at 5.9 eV.

```
! RIJCOSX wB97M-V def2-TZVPD def2/J DEFGRID3
* xyz 3 1
C -2.85993 1.42187 -3.47436
C -2.35134 0.22168 -2.90657
H -3.76953 1.23507 -4.06902
H -2.08119 1.85956 -4.12239
H -3.06314 2.12716 -2.65891
O -2.51192 -0.90024 -2.61305
I -2.96319 1.06082 2.00756
Ti -1.04209 0.46063 0.37312
P 0.62781 -0.86994 -1.04017
C 0.78808 -2.65296 -0.71479
C 0.49714 -0.79788 -2.85132
H 2.39982 0.77138 -0.75311
H 2.95370 -0.70400 -1.63391
H 2.74169 -0.72422 0.14964
C 2.35110 -0.32250 -0.79363
H 0.36443 0.24006 -3.17589
H 1.44078 -1.17625 -3.26629
H 1.21221 -3.12651 -1.61139
H -0.19014 -3.09676 -0.49809
H -0.32992 -1.42697 -3.19611
H 1.47468 -2.81104 0.12944
C -1.96928 -1.28533 0.02028
O -2.49005 -2.33737 -0.06582
Cl -0.63853 2.20788 -1.01189
C 0.05289 2.62303 3.06118
C 0.53353 1.23220 2.96087
N 0.33416 0.35338 1.97745
C 1.01813 -0.81919 2.34268
C 1.59083 -0.61826 3.55831
N 1.27519 0.67883 3.93928
H 0.41463 3.04141 4.01232
H 0.45026 3.23104 2.24089
H -1.04535 2.67092 3.04961
H 1.01485 -1.68254 1.69514
H 2.23653 -1.25724 4.13671
H 1.53317 1.17227 4.80227
*
```


Entry 5:
DFT (ωB97M-V/def2-TZVPD) results for C10H18CuO12S as an isolated structure at a distorted geometry.

Its total energy is -3333.336166 Eh. The HOMO energy (spin up / spin down) is -0.255 / -0.157 eV. As for the expectation value of S²: 0.75. As for the energy relative to the best compared isomer or geometry (same formula, charge and spin): 0.0 kcal per mole. The calculation puts the HOMO-LUMO gap (spin up / spin down) at 4.8 / 4.7 eV.

```
! RIJCOSX wB97M-V def2-TZVPD def2/J DEFGRID3
* xyz -2 2
Cu 0.46802 -1.05441 -0.57335
S 1.92980 1.12938 0.09390
O 1.98561 1.67238 1.46824
O 2.67691 2.11458 -0.72087
O 2.36170 -0.29931 0.00790
O 0.50037 1.03340 -0.37797
C -2.69427 -1.04293 -0.72854
O -1.72538 -2.00029 -0.87526
H -2.46022 -0.28390 0.05931
H -2.77958 -0.45568 -1.67623
H -3.72075 -1.38881 -0.44635
C 2.10246 -3.46386 -0.72448
O 0.76762 -3.14462 -0.92667
H 2.37417 -4.47091 -1.10354
H 2.81242 -2.78840 -1.24794
H 2.31139 -3.35497 0.35830
C -2.89711 -1.05490 4.80355
C -1.67189 -0.40046 4.16084
C -0.36149 -0.93639 4.77557
O 0.42480 -1.32730 3.66737
C -0.36789 -1.40717 2.56090
O -0.03003 -1.82713 1.52164
O -1.59112 -0.90461 2.84070
H -3.80340 -0.52685 4.49929
H -2.79848 -0.99834 5.89121
H -3.03767 -2.08410 4.47785
H -1.78377 0.67394 4.30581
H -0.49738 -1.79666 5.43655
H 0.15636 -0.14724 5.32233
C 2.10940 3.32860 -4.19353
C 1.19089 2.57511 -3.27015
C -0.29842 2.59491 -3.66151
O -0.71166 1.26391 -3.34467
C 0.36884 0.49415 -3.09331
O 0.32109 -0.61562 -2.67704
O 1.50776 1.19206 -3.22121
H 1.66513 3.47610 -5.18551
H 3.09821 2.89235 -4.30094
H 2.24663 4.35612 -3.84062
H 1.18596 2.90544 -2.22851
H -0.43936 2.76718 -4.73555
H -0.89568 3.30523 -3.09753
*
```


Entry 6:
DFT (ωB97M-V/def2-TZVPD) results for C10H18F3MgNO5S2 as an isolated structure.

Its total energy is -2118.961446 Eh. The HOMO energy is -8.680 eV. As for the energy relative to the best compared isomer or geometry (same formula, charge and spin): 0.0 kcal per mole. The calculation puts the HOMO-LUMO gap at 8.9 eV.

```
! RIJCOSX wB97M-V def2-TZVPD def2/J DEFGRID3
* xyz 0 1
Mg 0.75625 -0.76955 0.51373
C 1.15208 0.41228 -3.02530
C -0.00981 -0.35428 -2.38776
C 0.16583 -1.85448 -2.63435
C -1.32823 0.10936 -3.01286
O -0.03999 -0.09102 -1.01349
H 1.19317 0.26201 -4.10670
H 2.09668 0.07609 -2.59161
H 1.04179 1.47947 -2.82138
H 0.17349 -2.09116 -3.70074
H -0.65064 -2.40554 -2.16190
H 1.10731 -2.20081 -2.20251
H -1.38242 -0.15333 -4.07164
H -1.42426 1.19503 -2.92808
H -2.16769 -0.35854 -2.49461
N 3.87262 0.63001 1.76823
C 2.95408 0.39167 1.10701
H 4.68664 0.85258 2.30113
O -0.03304 0.69461 1.59460
S -0.41287 1.90544 0.72623
C -2.14353 1.61176 0.24758
C -3.05433 2.44551 1.15072
C -2.28566 2.70961 2.44366
C -0.89357 3.11296 1.98288
H -2.24810 0.53705 0.38605
H -2.23920 1.81937 -0.81486
H -3.99701 1.92908 1.32901
H -3.28845 3.39653 0.66710
H -2.21941 1.80102 3.04448
H -2.75207 3.48506 3.05141
H -0.12379 3.09231 2.75224
H -0.89229 4.08924 1.49180
F 3.41842 -4.12192 2.27967
C 2.18228 -3.65416 2.44406
F 2.25632 -2.50002 3.12767
F 1.47995 -4.52610 3.16057
S 1.38225 -3.34725 0.81826
O 1.30635 -4.60682 0.16228
O 2.24508 -2.31149 0.22174
O 0.11577 -2.69157 1.19567
*
```